# C5H12O2

2 unconnected molecules or ions with the total composition C5H12O2 (the ωB97M-V functional and the def2-TZVPD basis, OMol25).

Geometry as XYZ:
```
19
Properties=species:S:1:pos:R:3:mulliken_charge:R:1
O -1.111 -0.428 -0.653 -0.4503
O 1.477 -0.074 0.895 -0.5376
C -0.034 -1.070 -1.333 -0.3820
C -0.624 0.725 0.063 0.2869
C 0.894 0.711 -0.132 0.0607
C 1.016 0.023 -1.486 -0.7187
C -1.022 0.861 1.535 -1.5017
H -1.040 1.591 -0.467 0.2595
H 2.410 -0.194 0.678 0.3227
H -1.402 -1.696 0.811 -0.3096
H -0.391 -1.468 -2.288 0.3375
H 0.353 -1.906 -0.731 0.2541
H 0.717 0.717 -2.279 0.2886
H -0.806 1.899 1.824 0.3829
H -1.225 -1.982 1.477 0.2522
H -2.088 0.688 1.706 0.3655
H 1.292 1.734 -0.116 0.3623
H 2.025 -0.345 -1.699 0.3733
H -0.442 0.213 2.195 0.3537
```

Computed properties:
Net charge: 0
E_tot, Ha: -348.1314
Lowest unoccupied orbital energy, eV: 0.79
Max |F|, eV/Å: 0.4
HOMO, eV: -9.57
Structure (SMILES): C[C@@H]1OCC[C@@H]1O.[H][H]
Energy above the lowest of the compared OMol25 structures with the same formula, charge and spin, kcal/mol: 46.1